1.
The following is a quantum chemistry calculation of 3 unconnected molecules or ions with the total composition C29H51BBrFI2N2O5P in a non-equilibrium geometry, from OMol25.

Properties
DFT total energy: -143038.391 eV
net charge: +1
multiplicity: 1
HOMO energy: -10.6 eV

Each line ends with the Mulliken charge.
Positions of all 93 atoms, in Å:
1 C 3.122 0.999 4.001  -0.94
2 C 2.206 1.948 3.274  -0.16
3 F 1.605 2.780 4.191  -0.42
4 C 1.090 1.322 2.397  -1.41
5 C 1.052 -0.161 2.365  0.35
6 N 1.678 -0.864 1.507  1.39
7 C 2.496 -0.393 0.403  -1.29
8 B 4.020 -0.038 0.811  0.75
9 O 4.408 1.269 0.767  -0.50
10 O 4.933 -0.994 1.163  -0.55
11 C 1.516 -2.302 1.703  -1.73
12 C 0.694 -2.517 2.990  0.78
13 C -0.436 -3.546 2.613  -1.39
14 I 0.538 -5.437 2.251  0.24
15 C -1.623 -3.708 3.630  -0.21
16 C -2.957 -3.379 2.915  -1.01
17 I -1.889 -5.727 4.334  0.14
18 P 1.966 -2.851 4.380  0.03
19 O 2.888 -3.976 3.631  -0.41
20 Br 0.886 -4.003 5.952  -0.21
21 C 0.180 -0.996 3.295  1.53
22 O 0.401 -0.787 4.664  -0.26
23 N 0.034 0.553 5.127  0.28
24 O -0.018 0.566 6.272  -0.42
25 C -1.223 -0.659 2.818  0.56
26 C -2.238 -0.223 3.665  -0.98
27 C -3.491 0.146 3.189  -1.13
28 C -3.761 0.051 1.824  -0.60
29 C -2.767 -0.421 0.973  -1.01
30 C -1.510 -0.760 1.446  -0.07
31 H 2.645 0.455 4.807  0.28
32 H 3.918 1.583 4.449  0.50
33 H 3.603 0.282 3.341  -0.04
34 H 2.815 2.578 2.635  0.52
35 H 0.130 1.667 2.759  0.43
36 H 1.190 1.688 1.381  0.50
37 H 2.010 0.481 -0.019  0.17
38 H 2.513 -1.142 -0.382  0.28
39 H 4.080 1.732 -0.010  0.33
40 H 4.854 -1.277 2.080  0.33
41 H 1.274 -2.897 0.831  0.56
42 H 2.528 -2.662 1.927  0.71
43 H -0.808 -3.301 1.633  0.84
44 H -1.508 -3.052 4.481  0.50
45 H -3.353 -2.429 3.240  0.09
46 H -2.840 -3.358 1.837  0.20
47 H -3.705 -4.127 3.124  0.64
48 H 3.555 -4.255 4.273  0.35
49 H -2.057 -0.148 4.721  0.48
50 H -4.233 0.505 3.880  0.48
51 H -4.717 0.330 1.414  0.59
52 H -2.954 -0.528 -0.083  0.57
53 H -0.777 -1.116 0.739  0.31
54 C 2.492 -1.342 -7.058  -1.26
55 C 2.926 -0.835 -5.686  -0.48
56 C 2.374 -1.666 -4.529  -0.26
57 C 0.849 -1.687 -4.420  -0.91
58 C 0.195 -0.313 -4.280  -0.55
59 C 0.622 0.433 -3.022  -0.52
60 H 1.410 -1.285 -7.187  0.29
61 H 2.947 -0.747 -7.849  0.40
62 H 2.796 -2.380 -7.203  0.30
63 H 2.635 0.213 -5.573  0.23
64 H 4.017 -0.855 -5.632  0.42
65 H 2.805 -1.296 -3.591  -0.09
66 H 2.728 -2.696 -4.631  0.46
67 H 0.571 -2.302 -3.557  0.33
68 H 0.427 -2.192 -5.291  0.39
69 H -0.890 -0.447 -4.259  0.33
70 H 0.408 0.301 -5.158  0.34
71 H 0.392 -0.159 -2.128  -0.06
72 H 0.095 1.385 -2.938  0.04
73 H 1.693 0.649 -3.027  0.55
74 C -4.370 4.184 -3.852  -1.21
75 C -2.946 4.530 -3.427  -0.69
76 C -2.059 3.305 -3.217  -0.79
77 C -2.525 2.355 -2.113  -0.03
78 C -2.668 2.987 -0.730  -0.05
79 C -1.356 3.533 -0.172  -1.01
80 H -4.894 3.611 -3.085  0.28
81 H -4.948 5.090 -4.034  0.39
82 H -4.370 3.597 -4.772  0.30
83 H -2.971 5.140 -2.519  0.26
84 H -2.490 5.155 -4.198  0.43
85 H -1.038 3.639 -3.006  0.37
86 H -2.001 2.743 -4.155  0.45
87 H -1.813 1.524 -2.050  -0.10
88 H -3.481 1.907 -2.398  0.41
89 H -3.049 2.226 -0.044  -0.13
90 H -3.417 3.782 -0.749  0.43
91 H -0.599 2.742 -0.123  -0.11
92 H -1.499 3.924 0.837  0.44
93 H -0.961 4.344 -0.784  0.41

---

2.
The following is a quantum chemistry calculation of a molecular structure, C29H51BeLiN3O14P2SV2 in a non-equilibrium geometry, from OMol25.

Properties
DFT total energy: -145378.886 eV
net charge: +1
multiplicity: 1
HOMO energy: -7.9 eV

Each line ends with the Mulliken charge.
Positions of all 104 atoms, in Å:
1 C -1.315 4.216 -4.090  -0.56
2 O -2.472 3.418 -3.655  -0.41
3 C -2.574 3.345 -2.184  0.31
4 C -3.475 2.094 -1.621  -0.31
5 C -3.536 0.784 -2.604  -0.52
6 C -3.121 -0.632 -1.818  -0.55
7 C -1.748 -1.306 -2.489  -0.51
8 C -0.489 -0.431 -1.823  0.72
9 C -0.129 0.996 -2.591  -0.26
10 C 1.071 1.902 -1.937  -0.83
11 C 1.896 1.430 -0.572  0.00
12 N 2.963 2.358 -0.069  -0.49
13 C 3.644 1.873 1.180  0.24
14 P 5.001 3.043 1.929  0.35
15 O 4.621 4.542 1.518  -0.66
16 C 3.255 0.448 1.862  -0.06
17 P 4.213 -0.011 3.494  0.36
18 O 3.199 0.359 4.679  -0.66
19 N 2.230 -0.550 1.402  -0.24
20 C 1.579 0.016 0.170  0.86
21 C 0.355 -0.907 -0.499  0.29
22 C -0.026 -2.372 0.206  -0.92
23 C 1.102 -3.448 -0.325  -0.36
24 C 0.529 -4.981 -0.526  -0.59
25 S -0.171 -5.339 -2.226  1.03
26 O -1.744 -5.268 -2.130  -0.57
27 O 0.148 -6.817 -2.677  -0.52
28 O 0.448 -4.323 -3.461  -0.52
29 H -0.759 3.645 -4.975  0.22
30 H -1.753 5.240 -4.505  0.27
31 H -0.521 4.423 -3.253  0.21
32 H -3.028 4.392 -1.836  0.34
33 H -1.520 3.279 -1.637  -0.38
34 H -4.536 2.525 -1.349  0.36
35 H -2.980 1.748 -0.593  -0.12
36 H -2.827 0.833 -3.540  0.19
37 H -4.636 0.646 -3.044  0.44
38 H -2.854 -0.428 -0.693  0.28
39 H -4.053 -1.344 -1.876  0.34
40 H -1.689 -1.128 -3.646  0.39
41 H -1.663 -2.466 -2.237  -0.43
42 H -0.705 1.355 -3.547  0.33
43 H 1.335 2.951 -2.443  0.35
44 H 5.025 3.018 3.380  0.15
45 H 6.282 2.667 1.341  0.08
46 H 4.473 -1.439 3.564  0.10
47 H 5.395 0.789 3.696  0.16
48 H -1.071 -2.783 -0.126  0.39
49 H -0.003 -2.324 1.382  0.20
50 H 1.587 -3.124 -1.349  0.25
51 H 1.992 -3.539 0.464  0.09
52 H 1.467 -5.702 -0.384  0.36
53 H -0.238 -5.305 0.324  0.38
54 H 1.191 -4.810 -3.963  0.39
55 O 3.735 -4.774 0.668  -0.51
56 C 4.903 -4.117 0.699  0.04
57 C 6.026 -4.997 -0.029  -0.25
58 O 7.197 -4.346 0.012  -0.35
59 H 5.315 -3.874 1.694  0.23
60 H 4.936 -3.129 0.207  0.22
61 H 5.617 -5.231 -1.028  0.25
62 H 5.987 -5.989 0.455  0.26
63 O 9.099 2.106 -1.876  -0.92
64 V 8.035 1.315 -0.723  1.32
65 O 6.972 0.524 0.430  -1.04
66 Li 0.130 -3.281 -5.064  0.94
67 C -4.793 3.588 3.905  -1.59
68 C -4.029 4.904 3.642  1.13
69 C -3.216 5.298 4.903  -1.14
70 C -2.004 4.420 5.198  -0.72
71 C -1.394 3.779 3.957  -1.26
72 C -1.701 4.512 2.627  1.64
73 N -3.165 4.613 2.483  0.97
74 O -3.556 5.237 1.308  -0.37
75 C -1.145 3.608 1.493  -1.96
76 C -0.939 5.856 2.586  -1.57
77 C -5.091 6.026 3.457  -1.72
78 H -5.406 3.307 3.043  0.41
79 H -5.464 3.681 4.768  0.39
80 H -4.116 2.753 4.109  0.38
81 H -2.869 6.334 4.802  0.38
82 H -3.867 5.302 5.790  0.56
83 H -1.248 5.026 5.711  0.32
84 H -2.282 3.629 5.904  0.36
85 H -0.311 3.679 4.103  0.57
86 H -1.769 2.749 3.892  0.35
87 H -1.686 2.655 1.448  0.27
88 H -0.086 3.377 1.658  0.44
89 H -1.221 4.085 0.509  0.41
90 H 0.141 5.688 2.692  0.40
91 H -1.235 6.543 3.384  0.36
92 H -1.084 6.378 1.634  0.41
93 H -5.714 6.124 4.356  0.41
94 H -5.774 5.817 2.627  0.38
95 H -4.620 7.000 3.282  0.42
96 O 0.479 -9.374 -5.130  -0.72
97 V -0.585 -10.165 -3.977  1.54
98 O -1.648 -10.956 -2.824  -0.74
99 Be -0.180 -0.271 1.863  0.23
100 C 0.843 -13.363 -6.568  -0.56
101 O 0.527 -12.312 -5.826  -0.32
102 H 0.337 -14.316 -6.338  0.26
103 H 0.656 -13.290 -7.653  0.27
104 H 1.898 -13.685 -6.564  0.27

---

Among the records above, which one has the highest DFT total energy?
C29H51BBrFI2N2O5P

---

Look up the DFT total energy of the second one.
-145378.886 eV

---

The highest DFT total energy belongs to which entry?
C29H51BBrFI2N2O5P